This record from the Open Molecules 2025 dataset describes an isolated ion of composition C14H7Cl3NO4S and charge -1 in a non-equilibrium geometry. The level of theory is the ωB97M-V functional and the def2-TZVPD basis.

Each line ends with the Löwdin charge.
Cartesian coordinates (Å):
Cl  -4.523  -0.955  -3.492  0.6731
C  -3.452  -1.486  -2.261  -0.6011
C  -3.843  -2.435  -1.387  -0.0115
C  -2.940  -3.082  -0.419  -0.5463
O  -3.384  -3.956  0.340  -0.0975
C  -1.543  -2.686  -0.454  -0.6509
Cl  -0.570  -3.597  0.597  0.6850
C  -0.934  -1.723  -1.418  -0.3187
C  -2.016  -1.014  -2.397  -0.3404
O  -1.670  -0.335  -3.338  0.0354
H  -4.879  -2.766  -1.378  0.1129
H  -0.432  -2.332  -2.193  0.1431
N  5.236  3.882  3.049  0.1440
C  4.350  3.327  2.525  -0.1787
C  3.248  2.634  1.919  -0.2342
C  2.664  1.554  2.591  -0.0154
C  1.521  0.947  2.069  -0.0370
C  0.990  1.383  0.853  -0.2740
S  -0.508  0.548  0.240  0.6952
C  0.136  -0.914  -0.741  -0.7324
Cl  1.422  -0.365  -1.797  0.6825
O  -1.156  0.015  1.422  -0.3017
O  -1.179  1.410  -0.699  -0.2993
C  1.593  2.437  0.158  -0.0558
C  2.737  3.049  0.679  -0.0145
H  3.080  1.203  3.541  0.1255
H  1.031  0.137  2.608  0.1214
H  0.639  -1.523  0.033  0.0487
H  1.164  2.772  -0.787  0.1187
H  3.219  3.872  0.138  0.1239

Forces on atoms 1 to 2 (eV/Å):
Cl -0.380 0.453 -0.339
C 1.112 -0.619 0.576

Calculated values
2S+1: 1
Largest force on an atom, eV/Å: 3.7
Kohn-Sham gap, eV: 4.887
Energy above the lowest of the compared OMol25 structures with the same formula, charge and spin, kcal per mole: 0.00
E_tot, eV: -72713.7945
Structure (SMILES): N#Cc1ccc(S(=O)(=O)[C@H](Cl)[C@@H]2C(=O)C(Cl)=CC([O-])=C2Cl)cc1
Charge: -1